# 1
Molecular formula: C4H10BrPS
Method: DFT, wB97M-V/def2-TZVPD

Properties
ΔE to the lowest compared entry with this formula, charge and spin: 1.885 eV
gap between HOMO and LUMO: 8.79 eV
HOMO level: -8.455 eV

Each line ends with the natural charge from an NBO analysis.
Cartesian coordinates (Å):
C 1.3927 -1.1706 -0.8880  -0.61
C 0.7387 0.1668 -1.1700  -0.39
C 0.5242 1.1363 0.1661  -0.44
C -0.8898 0.8011 0.7498  -0.47
P -1.3182 -1.4318 1.1081  0.36
S -1.4025 1.6302 2.2032  0.04
Br -1.8435 -2.3664 -0.8476  -0.25
H 2.4876 -0.9855 -0.7824  0.21
H 0.8645 -1.6494 0.0363  0.20
H 1.2082 -1.8123 -1.7257  0.22
H -0.2708 -0.0062 -1.6144  0.20
H 1.2156 0.7736 -1.8683  0.20
H 0.3525 2.1479 -0.2584  0.22
H 1.3507 0.9755 0.9517  0.21
H -1.6065 1.0332 -0.0012  0.20
H -2.6379 -1.0162 1.2232  -0.04
H -0.1656 1.7739 2.7176  0.12

# 2
Molecular formula: C4H8N3O2P
Method: DFT, wB97M-V/def2-TZVPD

Properties
2S+1: 3
ΔE to the lowest compared entry with this formula, charge and spin: 0.000 eV
gap between HOMO and LUMO (alpha / beta): 6.34 / 7.82 eV
HOMO level (alpha / beta): -5.758 / -10.107 eV

Each line ends with the natural charge from an NBO analysis.
Cartesian coordinates (Å):
C 2.0858 -1.0665 0.5791  -0.24
C 0.9354 -1.1812 -0.0771  -0.23
C 2.7272 0.2386 0.5920  -0.06
C 0.2800 0.0146 -0.6667  -0.30
N 2.2646 1.2661 0.0156  -0.11
N -2.2377 -1.0111 -0.3127  -1.20
N -2.0335 1.6904 -0.2110  -1.19
O -1.1702 0.1836 1.7552  -1.07
O 1.0548 1.2213 -0.6251  -0.30
P -1.3254 0.2563 0.3052  2.19
H 2.5735 -1.8984 1.0574  0.22
H 0.3813 -2.1011 -0.1769  0.22
H 3.6753 0.3746 1.0878  0.21
H 0.0294 -0.1578 -1.7255  0.24
H -2.8875 -1.3490 0.3836  0.41
H -2.6861 -0.8678 -1.2041  0.40
H -1.7805 2.4516 0.4026  0.42
H -1.8863 1.9360 -1.1794  0.39

# 3
Molecular formula: C37H40CaN6O7P
Method: DFT, wB97M-V/def2-TZVPD

Properties
ΔE to the lowest compared entry with this formula, charge and spin: 1.657 eV
gap between HOMO and LUMO: 6.36 eV
charge: -1
HOMO level: -4.559 eV

Each line ends with the Löwdin charge.
Cartesian coordinates (Å):
Ca 2.0312 0.6182 -0.1698  1.29
N 3.0269 2.4560 1.3278  -0.06
C 3.3193 3.4388 0.2538  -0.19
C 2.2326 3.4489 -0.8484  -0.62
O 2.4277 4.1846 -1.8399  -0.07
N 1.2160 2.6530 -0.5714  -0.11
C 0.1889 2.3754 -1.5806  -0.14
C -0.4241 0.9305 -1.3022  -0.69
O 0.5541 -0.0641 -1.4130  -0.37
O -1.0172 0.9600 -0.0607  -0.30
H 2.1360 2.6962 1.7558  0.04
H 3.7428 2.4638 2.0452  0.07
H 4.2695 3.1812 -0.2165  0.11
H 3.4014 4.4718 0.6095  0.10
H 0.5975 2.4559 -2.5961  0.09
H -0.6246 3.1140 -1.5176  0.11
N -0.2486 2.1905 2.1087  0.09
C -0.5074 1.5956 3.3230  -0.33
C -0.9752 2.3589 4.4076  -0.06
C -1.1619 1.7965 5.6550  -0.12
C -0.8919 0.4466 5.8699  -0.12
C -0.4328 -0.3083 4.8015  -0.11
C -0.2438 0.2315 3.5314  -0.32
P 0.4304 -0.7251 2.1268  1.14
C 1.2651 -2.1499 2.9305  -0.36
C 2.6426 -2.0240 3.1061  -0.09
C 3.3805 -3.0373 3.7028  -0.08
C 2.7484 -4.1977 4.1238  -0.10
C 1.3779 -4.3395 3.9413  -0.09
C 0.6423 -3.3235 3.3481  -0.10
C -1.0959 -1.5593 1.4798  -0.35
C -1.0218 -2.2442 0.2669  -0.08
C -2.1284 -2.9096 -0.2382  -0.08
C -3.3377 -2.8950 0.4514  -0.13
C -3.4293 -2.1938 1.6445  -0.11
C -2.3130 -1.5310 2.1530  -0.09
H -0.5373 3.1538 2.0308  0.09
H -0.3459 1.6602 1.2078  0.01
H -1.1762 3.4128 4.2492  0.10
H -1.5151 2.4187 6.4695  0.09
H -1.0230 -0.0045 6.8439  0.09
H -0.2049 -1.3573 4.9599  0.10
H 3.1511 -1.1490 2.7298  0.08
H 4.4515 -2.9251 3.8078  0.10
H 3.3236 -4.9974 4.5735  0.09
H 0.8788 -5.2491 4.2527  0.10
H -0.4261 -3.4553 3.1984  0.10
H -0.1069 -2.2148 -0.3162  0.11
H -2.0485 -3.4280 -1.1853  0.11
H -4.1984 -3.4195 0.0549  0.10
H -4.3635 -2.1716 2.1932  0.09
H -2.3968 -0.9858 3.0835  0.10
C 3.2357 2.0511 -4.1283  0.00
C 3.4347 0.7295 -3.4757  -0.34
N 3.4634 0.4922 -2.1855  0.11
C 3.6611 -0.8785 -2.0515  -0.13
C 3.7519 -1.4532 -3.2889  -0.08
N 3.6127 -0.4181 -4.1700  0.17
C 3.9642 -2.8191 -3.8489  -0.50
O 4.0984 -3.8035 -3.0017  0.11
O 4.0155 -2.9477 -5.0580  0.06
C 3.7391 -1.5486 -0.6979  -0.59
O 3.9309 -2.7809 -0.6761  0.02
O 3.6043 -0.8059 0.3107  -0.17
H 3.0402 2.8182 -3.3739  0.05
H 2.3870 2.0168 -4.8144  0.08
H 4.1213 2.3244 -4.7057  0.08
H 3.6331 -0.5494 -5.1705  0.16
H 4.0270 -3.4500 -2.0297  0.07
C -3.4683 2.4025 -0.4329  0.01
N -4.1469 1.0645 -0.4019  -0.15
C -5.4471 1.1301 -1.1100  -0.02
C -3.2686 -0.0893 -0.8985  -0.09
C -2.7296 0.1540 -2.2775  -0.15
C -3.5080 -0.2490 -3.3741  -0.07
C -3.0308 -0.1588 -4.6650  -0.10
C -1.7257 0.2990 -4.8586  -0.08
C -0.9455 0.6538 -3.7764  -0.01
C -1.4280 0.6236 -2.4616  -0.05
H -4.0372 3.0571 0.2266  0.10
H -3.5094 2.7560 -1.4604  0.11
H -2.4327 2.2376 -0.1228  0.07
H -4.3265 0.8404 0.5763  0.17
H -5.2338 1.3098 -2.1606  0.09
H -6.0323 1.9485 -0.6947  0.10
H -5.9655 0.1819 -0.9899  0.10
H -3.9320 -0.9581 -0.8589  0.11
H -2.4451 -0.1507 -0.1790  0.09
H -4.4899 -0.6782 -3.1929  0.10
H -3.6377 -0.4804 -5.5014  0.09
H -1.3106 0.3432 -5.8582  0.10
H 0.0907 0.9317 -3.9248  0.10

# 4
Molecular formula: C4H14NO3
Method: DFT, wB97M-V/def2-TZVPD

Properties
ΔE to the lowest compared entry with this formula, charge and spin: 0.658 eV
gap between HOMO and LUMO: 7.97 eV
charge: -1
HOMO level: -4.063 eV

Each line ends with the natural charge from an NBO analysis.
Cartesian coordinates (Å):
C 1.8937 0.4844 -1.8101  -0.41
N 1.0109 -0.5519 -1.2877  -0.65
C 1.3870 -1.0418 0.0244  -0.22
C 1.1605 -0.1201 1.2197  -0.45
C -0.2819 -0.2804 1.7623  0.00
O -1.2130 -0.1350 0.7781  -0.98
H 2.7481 0.1035 -2.3881  0.16
H 2.3760 1.0046 -0.9614  0.16
H 1.3574 1.2516 -2.3633  0.20
H 0.0733 -0.1810 -1.3447  0.39
H 2.4133 -1.4198 -0.0443  0.16
H 0.7949 -1.9425 0.2103  0.20
H 1.8566 -0.4342 2.0114  0.17
H 1.3253 0.9349 0.9846  0.18
H -0.3096 -1.3449 2.1075  0.09
H -0.4576 0.2932 2.7008  0.11
H -3.5838 -0.1043 -0.4155  0.46
H -2.8025 -0.3953 0.7193  0.51
O -3.7894 -0.4952 0.4532  -1.03
H -1.6055 0.8369 -0.4600  0.51
H -2.3518 2.1412 -0.7000  0.45
O -2.0019 1.3960 -1.1968  -1.02